No. 1
Formula: C2H3NO
Source: the OMol25 dataset
Level of theory: ωB97M-V with the def2-TZVPD basis set

Element x y z (Å)
C -0.1931 0.3966 -0.0552
H -1.5259 -0.9862 0.5139
C 1.0776 -0.2222 -0.3228
H -0.2220 1.1350 -0.7701
H -0.0355 0.5912 0.9499
N 2.2055 -0.3997 -0.0685
O -1.3066 -0.5147 -0.2472

Results
DFT total energy   -5658.543 eV
Structure (SMILES)   N#CCO
HOMO energy   -11.668 eV
Energy above the lowest of the compared OMol25 structures with the same formula, charge and spin   1.362 eV
2S+1   1

Results of the Löwdin charge analysis, in e, for atoms 1 through 4:
1. C -0.197
2. H 0.051
3. C -0.191
4. H 0.103

***

No. 2
Formula: C2H3NO2
Source: the OMol25 dataset
Level of theory: ωB97M-V with the def2-TZVPD basis set

Element x y z (Å)
O -6.9595 1.0659 0.6068
C -4.3918 -0.1837 0.3910
H 7.9076 3.0826 -1.0923
C -3.5821 -0.6317 -0.4756
H -3.2744 -0.8936 -1.5368
N -6.4953 -0.0179 0.1179
O -7.1380 -0.6178 -0.7568
H -4.3575 -0.0263 1.4164

Results
DFT total energy   -7699.381 eV
Total charge   -2
HOMO energy   1.665 eV
Energy above the lowest of the compared OMol25 structures with the same formula, charge and spin   1.204 eV
2S+1   1

Results of the Löwdin charge analysis, in e, for atoms 1 through 4:
1. O -0.206
2. C -0.148
3. H -1.000
4. C -0.073

***

No. 3
Formula: C2H3NO2
Source: the OMol25 dataset
Level of theory: ωB97M-V with the def2-TZVPD basis set

Element x y z (Å)
O -0.4010 1.7282 -0.3282
H -2.0464 -0.1505 0.1105
N -1.1313 -0.2973 0.5110
C -0.2037 0.6022 0.0230
H 2.2386 -0.6056 -0.8710
O 1.1833 0.2086 0.6207
H -0.8445 -1.2627 0.4926
C 1.2318 -0.2535 -0.5681

Results
DFT total energy   -7704.183 eV
HOMO energy   -9.183 eV
Energy above the lowest of the compared OMol25 structures with the same formula, charge and spin   3.660 eV
2S+1   1

Results of the Löwdin charge analysis, in e, for atoms 1 through 4:
1. O 0.099
2. H 0.111
3. N 0.147
4. C -0.659

***

No. 4
Formula: C2H3NO2
Source: the OMol25 dataset
Level of theory: ωB97M-V with the def2-TZVPD basis set

Element x y z (Å)
N 0.0012 0.0000 0.9131
C -1.7796 0.5971 -0.9753
C 1.0296 -0.3392 0.2559
H 1.9602 -0.7365 0.6667
O -2.6852 0.7631 -0.3132
H 0.2415 0.1002 -1.3825
O 1.1009 -0.2481 -1.0750
H 0.1315 -0.1366 1.9103

Results
DFT total energy   -7707.083 eV
HOMO energy   -10.563 eV
Energy above the lowest of the compared OMol25 structures with the same formula, charge and spin   0.760 eV
2S+1   1

Results of the Löwdin charge analysis, in e, for atoms 1 through 4:
1. N 0.072
2. C 0.019
3. C -0.361
4. H 0.126

***

No. 5
Formula: C2H3NO2
Source: the OMol25 dataset
Level of theory: ωB97M-V with the def2-TZVPD basis set

Element x y z (Å)
H -2.2517 -0.1245 -0.9465
H 2.0063 0.4723 -0.6056
C 1.4860 0.1287 0.2958
C 0.5626 -0.6945 0.0491
H 1.7224 0.5288 1.2138
O -1.3164 1.1289 0.0159
N -0.3792 -1.3649 -0.0465
O -1.8299 -0.0747 0.0240

Results
DFT total energy   -7700.093 eV
HOMO energy (spin up / spin down)   -10.331 / -9.060 eV
Energy above the lowest of the compared OMol25 structures with the same formula, charge and spin   7.750 eV
2S+1   1

Results of the Löwdin charge analysis, in e, for atoms 1 through 4:
1. H 0.194
2. H 0.092
3. C 0.074
4. C -0.344

***

No. 6
Formula: C2H3NO2
Source: the OMol25 dataset
Level of theory: ωB97M-V with the def2-TZVPD basis set

Element x y z (Å)
O -0.4995 -0.5895 -1.6549
H -1.3705 -1.4936 0.6479
N -0.7980 -0.6493 0.5650
H 0.5844 1.6566 0.7716
H 0.0009 -0.7911 1.5427
C -0.2052 -0.2605 -0.5549
O 1.5816 1.1787 -1.0873
C 0.7062 0.9487 -0.2301

Results
DFT total energy   -7705.715 eV
Structure (SMILES)   NC(=O)C=O
HOMO energy   -10.017 eV
Energy above the lowest of the compared OMol25 structures with the same formula, charge and spin   2.128 eV
2S+1   1

Results of the Löwdin charge analysis, in e, for atoms 1 through 4:
1. O 0.124
2. H 0.099
3. N 0.099
4. H 0.164

***

No. 7
Formula: C2H3NO2
Source: the OMol25 dataset
Level of theory: ωB97M-V with the def2-TZVPD basis set

Element x y z (Å)
O -0.6146 1.4319 -1.2273
N 0.3598 0.0099 0.2784
O 0.0160 -2.2272 0.4262
C -0.3281 -1.1602 -0.0189
C 0.0963 1.2508 -0.2694
H 1.0196 -0.0692 1.0431
H -1.2216 -0.9806 -0.6322
H 0.6192 2.0705 0.2534

Results
DFT total energy   -7707.804 eV
Structure (SMILES)   O=CNC=O
HOMO energy   -10.495 eV
Energy above the lowest of the compared OMol25 structures with the same formula, charge and spin   0.039 eV
2S+1   1

Results of the Löwdin charge analysis, in e, for atoms 1 through 4:
1. O 0.050
2. N 0.084
3. O 0.058
4. C -0.297

***

No. 8
Formula: C2H3NO2S
Source: the OMol25 dataset
Level of theory: ωB97M-V with the def2-TZVPD basis set

Element x y z (Å)
C -1.1537 1.4072 -0.2406
H -2.1893 1.4192 -0.8089
S -0.4592 -1.3130 -1.6815
H 1.8707 -1.7665 -0.0517
C -0.0490 -0.3101 -0.4743
N 0.6953 -0.3837 0.5759
O 1.5527 -1.4642 0.8062
O -0.7701 2.2555 0.4618
H 0.5026 0.1557 1.4132

Results
DFT total energy   -18539.040 eV
HOMO energy   -8.370 eV
Energy above the lowest of the compared OMol25 structures with the same formula, charge and spin   4.413 eV
2S+1   1

Results of the Löwdin charge analysis, in e, for atoms 1 through 4:
1. C -0.141
2. H 0.131
3. S 0.607
4. H 0.085

***

No. 9
Formula: C2H3NO2S
Source: the OMol25 dataset
Level of theory: ωB97M-V with the def2-TZVPD basis set

Element x y z (Å)
H 1.1390 2.3167 -1.2580
H -1.6197 -0.0502 1.5972
C 0.6496 1.4040 -0.7338
H -1.6254 -0.0216 -0.2365
N 0.0236 -0.9531 0.6437
S 1.2234 0.1282 -1.4990
O 0.8140 -1.3230 1.5218
C -1.0853 -0.2613 0.6671
O 0.4808 -1.2396 -0.7024

Results
DFT total energy   -18536.030 eV
HOMO energy (spin up / spin down)   -9.117 / -9.118 eV
Energy above the lowest of the compared OMol25 structures with the same formula, charge and spin   7.422 eV
2S+1   1

Results of the Löwdin charge analysis, in e, for atoms 1 through 4:
1. H 0.002
2. H 0.104
3. C -0.364
4. H 0.080

***

No. 10
Formula: C2H3NO2S
Source: the OMol25 dataset
Level of theory: ωB97M-V with the def2-TZVPD basis set

Element x y z (Å)
C 0.7693 -0.2152 -0.0871
O -1.5456 -0.3540 -0.3923
S 2.2518 -0.9031 -0.1313
H -2.1813 -0.4718 0.3248
H -0.3701 1.5256 0.7463
O 1.2209 2.0603 -0.3355
H -0.2719 -1.8872 -0.3892
C 0.5094 1.2378 0.1949
N -0.3826 -0.9924 0.0694

Results
DFT total energy   -18540.243 eV
Structure (SMILES)   O=CC(=S)NO
HOMO energy   -9.227 eV
Energy above the lowest of the compared OMol25 structures with the same formula, charge and spin   3.210 eV
2S+1   1

Results of the Löwdin charge analysis, in e, for atoms 1 through 4:
1. C -0.766
2. O -0.045
3. S 0.742
4. H 0.110

***

No. 11
Formula: C2H3NO2S
Source: the OMol25 dataset
Level of theory: ωB97M-V with the def2-TZVPD basis set

Element x y z (Å)
O 1.1883 0.2829 -0.0673
H 0.9713 1.1438 -1.8766
H -1.7832 -0.7411 0.6093
C 0.3372 -0.2947 0.5810
C -0.9230 -0.5268 -0.0146
S -0.4138 0.9995 -2.1956
H 1.2779 -0.2027 2.2130
N -1.2099 0.0004 -1.0883
O 0.5553 -0.6613 1.8391

Results
DFT total energy   -18541.431 eV
Structure (SMILES)   O=C(O)/C=N\S
HOMO energy   -9.551 eV
Energy above the lowest of the compared OMol25 structures with the same formula, charge and spin   2.022 eV
2S+1   1

Results of the Löwdin charge analysis, in e, for atoms 1 through 4:
1. O 0.016
2. H -0.085
3. H 0.129
4. C -0.537

***

No. 12
Formula: C2H3NO2S
Source: the OMol25 dataset
Level of theory: ωB97M-V with the def2-TZVPD basis set

Element x y z (Å)
H 0.7137 -0.8007 0.8223
O -1.1779 0.3773 0.7484
S -2.1926 -0.5618 -0.1423
H -0.9764 1.3768 -1.1670
O -3.3874 0.1617 -0.5110
C -0.8552 0.4499 -0.6440
C 1.5790 -0.5051 0.2520
N 2.7581 -0.4173 0.5346
H 3.5388 -0.0809 0.1072

Results
DFT total energy   -18536.254 eV
HOMO energy (spin up / spin down)   -9.093 / -7.850 eV
Energy above the lowest of the compared OMol25 structures with the same formula, charge and spin   7.199 eV
2S+1   1

Results of the Löwdin charge analysis, in e, for atoms 1 through 4:
1. H 0.019
2. O -0.380
3. S 0.926
4. H 0.061

***

No. 13
Formula: C2H3NO2S
Source: the OMol25 dataset
Level of theory: ωB97M-V with the def2-TZVPD basis set

Element x y z (Å)
H 1.3175 0.8547 -0.5222
C 0.7057 -0.5489 0.9127
N -1.1353 -0.2586 -0.9180
C 1.5268 0.1021 0.1587
O -1.8258 0.7508 -0.1655
H -1.2217 1.3275 0.2837
O -1.7586 -0.6802 -1.8498
S -0.1159 -1.3461 1.9784
H 2.5073 -0.2013 0.1220

Results
DFT total energy   -18535.700 eV
Expectation value of S²   2.021
HOMO energy (spin up / spin down)   -6.528 / -10.266 eV
Energy above the lowest of the compared OMol25 structures with the same formula, charge and spin   3.378 eV
2S+1   3

Results of the Löwdin charge analysis, in e, for atoms 1 through 4:
1. H 0.039
2. C -0.767
3. N -0.092
4. C -0.045

***

No. 14
Formula: C2H3NO2S2
Source: the OMol25 dataset
Level of theory: ωB97M-V with the def2-TZVPD basis set

Element x y z (Å)
H 2.1510 1.4174 1.4496
N -0.9408 -1.3883 1.6655
S 1.1045 -0.4143 0.8886
O -1.4702 -1.1053 2.6891
S 0.7918 2.4279 -0.2379
H -1.1716 -0.4989 -0.2927
H -0.9034 0.7576 0.8981
C 1.4400 1.2621 0.7843
O -0.2343 1.9844 -1.1200
C -0.7225 -0.3177 0.6543

Results
DFT total energy   -29373.297 eV
HOMO energy   -8.958 eV
Energy above the lowest of the compared OMol25 structures with the same formula, charge and spin   4.681 eV
2S+1   1

Results of the Löwdin charge analysis, in e, for atoms 1 through 4:
1. H -0.047
2. N -0.181
3. S 0.921
4. O 0.015

***

No. 15
Formula: C2H3NO3
Source: the OMol25 dataset
Level of theory: ωB97M-V with the def2-TZVPD basis set

Element x y z (Å)
C 0.7273 -0.8994 -0.0746
N -1.9110 -0.0383 0.1224
H 2.0204 0.8760 0.4263
O 1.4828 -0.5063 -1.0918
H 0.3813 1.1776 -0.4719
O -2.8599 -0.6294 0.5590
H 0.9946 -1.6522 0.6282
O -1.9216 1.1538 0.0159
C 1.0862 0.5181 -0.1136

Results
DFT total energy   -9747.754 eV
HOMO energy (spin up / spin down)   -10.741 / -8.719 eV
Energy above the lowest of the compared OMol25 structures with the same formula, charge and spin   8.335 eV
2S+1   1

Results of the Löwdin charge analysis, in e, for atoms 1 through 4:
1. C -0.085
2. N -0.204
3. H 0.135
4. O -0.002

***

No. 16
Formula: C2H3NO3
Source: the OMol25 dataset
Level of theory: ωB97M-V with the def2-TZVPD basis set

Element x y z (Å)
O -2.8381 0.7039 0.9443
H 0.8555 -0.0227 -1.0009
H 2.3532 -1.0251 -0.5045
N 1.2457 -0.0166 0.9912
C -2.2017 0.9020 0.0024
O 0.1302 0.4597 1.2254
C 1.3788 -0.6363 -0.2860
O -1.6606 1.1091 -1.0089
H 0.7370 -1.4741 -0.3630

Results
DFT total energy   -9753.105 eV
Structure (SMILES)   O=C=O.CN=O
HOMO energy   -9.624 eV
Energy above the lowest of the compared OMol25 structures with the same formula, charge and spin   2.984 eV
2S+1   1

Results of the Löwdin charge analysis, in e, for atoms 1 through 4:
1. O 0.210
2. H 0.082
3. H 0.079
4. N -0.060

***

No. 17
Formula: C2H3NO3
Source: the OMol25 dataset
Level of theory: ωB97M-V with the def2-TZVPD basis set

Element x y z (Å)
H -1.9323 -1.0064 1.0201
H -0.0471 -2.0277 -0.5198
C -0.2772 1.2937 0.0009
C 0.4583 -1.1317 -0.1223
H -1.0559 1.9353 -0.4128
O -1.8973 -0.5077 0.1279
N -0.4775 -0.0955 -0.3393
O 0.8826 1.7169 0.1078
O 1.6761 -1.1098 0.1413

Results
DFT total energy   -9751.783 eV
Structure (SMILES)   O=CN(O)C=O
HOMO energy   -10.444 eV
Energy above the lowest of the compared OMol25 structures with the same formula, charge and spin   4.306 eV
2S+1   1

Results of the Löwdin charge analysis, in e, for atoms 1 through 4:
1. H 0.138
2. H 0.136
3. C -0.202
4. C -0.250

***

No. 18
Formula: C2H3NO3
Source: the OMol25 dataset
Level of theory: ωB97M-V with the def2-TZVPD basis set

Element x y z (Å)
C -0.1335 -0.3247 -0.9646
O -0.4154 -1.3085 -1.6694
H 1.3938 0.3164 -0.1458
C -0.8885 -0.0924 0.3165
H 0.5352 1.3588 2.5890
H -1.6771 -0.7876 0.1923
O 0.6503 1.0648 1.5671
N -0.5974 0.3724 1.5460
O 1.0229 0.1198 -1.0938

Results
DFT total energy   -9751.867 eV
Structure (SMILES)   O=C(O)/C=N\O
HOMO energy   -10.659 eV
Energy above the lowest of the compared OMol25 structures with the same formula, charge and spin   4.222 eV
2S+1   1

Results of the Löwdin charge analysis, in e, for atoms 1 through 4:
1. C -0.569
2. O 0.086
3. H 0.169
4. C -0.016

***

No. 19
Formula: C2H3NO3
Source: the OMol25 dataset
Level of theory: ωB97M-V with the def2-TZVPD basis set

Element x y z (Å)
H -2.5526 -0.6527 0.5153
O -0.3248 -1.2793 -0.6373
C -1.8919 0.0924 0.3245
C 2.4766 0.6947 0.1565
H 0.4363 -1.1712 -1.1743
O 2.2917 -0.2432 -0.4603
O 2.6477 1.6021 0.8347
N -0.7283 -0.0711 -0.2125
H -2.3546 1.0283 0.6533

Results
DFT total energy   -9753.456 eV
Structure (SMILES)   O=C=O.C=NO
HOMO energy   -10.067 eV
Energy above the lowest of the compared OMol25 structures with the same formula, charge and spin   2.633 eV
2S+1   1

Results of the Löwdin charge analysis, in e, for atoms 1 through 4:
1. H 0.026
2. O -0.034
3. C -0.012
4. C -0.437

***

No. 20
Formula: C2H3NO3
Source: the OMol25 dataset
Level of theory: ωB97M-V with the def2-TZVPD basis set

Element x y z (Å)
N -2.5583 -0.8672 0.7594
C -0.1096 0.1308 -0.1610
O 0.8012 -0.8273 -0.3840
C -3.4696 -1.3464 1.4108
O -4.3864 -1.8986 1.8370
H 1.5245 -0.6646 0.1699
H -0.5132 0.3601 -1.0776
H 0.0374 0.9825 0.3861
O -1.3423 -0.2373 0.8784

Results
DFT total energy   -9750.854 eV
Structure (SMILES)   O=C=NOCO
HOMO energy   -9.136 eV
Energy above the lowest of the compared OMol25 structures with the same formula, charge and spin   5.235 eV
2S+1   1

Results of the Löwdin charge analysis, in e, for atoms 1 through 4:
1. N 0.054
2. C -0.113
3. O 0.081
4. C -0.326